[1]
78
Properties=species:S:1:pos:R:3:forces:R:3 method="wB97M-V/def2-TZVPD" homo_energy_ha="-0.5574 / -0.5571" total_charge=+3 multiplicity=1 gap_ev="2.574 / 2.564"
Sb -1.511 0.564 -0.526 -0.22 2.59 0.49
Pd -1.065 -0.976 1.497 1.78 -1.15 0.68
Br 0.677 -7.081 -2.786 0.03 0.81 0.40
Cl -1.591 -2.608 3.241 0.53 0.19 0.01
O 0.953 -1.666 -0.160 -0.29 -0.02 0.28
O -1.337 -2.903 -0.233 0.16 0.02 0.18
N 4.496 -3.116 -1.855 0.07 0.01 -0.04
N 3.472 -1.532 -0.658 -0.61 -0.26 -0.09
C 3.335 -2.707 -1.289 -0.19 -0.04 0.03
C -2.985 3.421 -0.382 0.16 -0.02 -0.07
C 0.075 -2.307 2.860 -1.43 -0.79 0.06
C -3.735 1.895 -2.110 -0.08 -0.12 -0.49
C -1.138 1.366 3.595 0.01 -0.16 0.04
C 5.473 -0.032 -0.358 0.08 -0.15 -0.14
C -4.589 4.140 -2.060 -0.04 -0.28 -0.29
C 2.342 1.846 1.010 -0.31 -0.24 0.35
C 7.452 -0.930 -1.453 -0.30 -0.66 -0.31
C 6.804 0.059 -0.687 -0.34 0.17 0.16
C 1.134 1.229 0.753 0.37 -0.35 0.50
C -3.949 -0.262 1.557 -0.28 -0.25 -0.12
C 0.057 2.990 -2.455 -0.12 0.08 -0.12
C -2.581 -3.587 -0.077 -0.41 -0.18 0.06
C 2.091 -3.435 -1.340 0.20 -0.14 0.06
C -0.366 -4.821 -1.380 -0.07 0.37 0.22
C -4.548 2.883 -2.649 0.08 -0.02 0.09
C 0.786 -5.372 -1.959 0.44 -0.45 -0.35
C -0.298 -3.568 -0.800 0.21 -0.16 -0.29
C 5.443 -2.163 -1.584 -0.10 0.51 0.38
C 0.824 2.575 -1.245 0.35 0.25 -0.12
C 6.780 -2.058 -1.913 0.43 0.33 0.05
C -2.495 0.919 3.129 0.13 -0.05 0.05
C -5.052 0.023 2.349 0.16 0.15 -0.19
C -4.883 0.763 3.509 -0.15 0.00 0.03
C 2.051 3.178 -0.967 -0.37 0.00 -0.23
C 4.765 -1.163 -0.813 0.62 -0.20 -0.23
C 1.990 -4.689 -1.947 -0.33 -0.13 0.00
C -3.624 1.184 3.903 0.11 0.11 -0.22
C 0.936 -2.859 -0.757 -0.40 -0.19 -0.11
C -3.819 4.397 -0.944 0.20 -0.44 0.31
C 0.365 1.607 -0.345 -1.17 -0.83 -0.23
C 2.799 2.828 0.140 -0.03 0.01 0.07
C -2.940 2.168 -1.008 0.12 -0.42 -0.09
C -2.241 3.743 0.867 0.15 0.03 0.21
C -2.702 0.192 1.956 -0.03 0.15 -0.19
H 2.910 1.573 1.884 0.12 -0.03 0.11
H -2.462 -4.495 0.519 0.04 0.02 -0.06
H -0.399 0.551 3.546 -0.05 0.23 0.04
H 7.286 -2.810 -2.499 0.06 -0.04 -0.04
H -0.543 3.875 -2.232 -0.08 0.00 -0.02
H 4.983 0.727 0.228 -0.06 0.06 0.09
H 2.847 -5.148 -2.409 0.12 -0.07 -0.06
H 1.920 -1.338 -0.167 0.29 0.15 0.03
H -5.116 2.678 -3.542 -0.16 -0.07 -0.05
H 7.381 0.909 -0.356 0.02 0.06 0.05
H -2.169 4.821 0.993 0.12 0.00 0.06
H -1.280 -5.392 -1.418 -0.12 0.06 0.06
H 0.618 -1.915 3.712 0.02 0.73 -0.25
H -3.496 1.713 4.836 -0.01 0.11 0.05
H -3.700 0.922 -2.583 -0.07 -0.02 -0.10
H -3.867 5.365 -0.470 0.02 0.09 0.08
H 2.420 3.938 -1.638 0.04 0.10 -0.11
H 0.729 3.261 -3.266 0.00 -0.06 -0.04
H -5.744 1.015 4.109 -0.05 -0.07 0.14
H -3.012 -3.835 -1.050 0.04 0.04 0.06
H -1.235 3.318 0.853 0.01 0.10 0.11
H -0.776 2.204 2.997 0.10 -0.04 -0.08
H -5.219 4.914 -2.473 0.00 0.03 -0.04
H 4.652 -3.962 -2.384 -0.03 0.09 0.05
H -2.776 3.347 1.734 0.04 -0.01 0.01
H -1.192 1.704 4.627 0.08 -0.03 0.05
H 0.540 -3.176 2.403 -0.03 0.24 -0.52
H -6.028 -0.320 2.048 -0.13 0.01 -0.05
H 3.740 3.320 0.327 0.13 0.04 0.01
H -0.612 2.203 -2.807 0.00 0.08 -0.09
H -3.242 -2.896 0.455 0.15 -0.19 -0.17
H 8.499 -0.811 -1.689 0.04 0.00 0.00
H -4.088 -0.832 0.644 0.02 0.05 0.06
H 0.782 0.439 1.442 0.22 0.28 -0.24

***

[2]
85
Properties=species:S:1:pos:R:3:forces:R:3 method="wB97M-V/def2-TZVPD" homo_energy_ha="-0.3977 / -0.3977" total_charge=+1 s_squared=9.36 multiplicity=6 gap_ev="8.128 / 8.137"
Dy -0.659 -0.776 -0.011 -0.24 -0.46 -1.44
I 3.116 1.401 -4.903 -0.13 -0.02 0.29
O 0.510 -2.044 0.998 1.75 -0.75 1.05
O -2.311 0.361 -0.164 -0.97 1.70 0.06
N 1.873 1.385 -0.885 0.06 0.18 -0.03
N 1.044 0.430 -1.319 0.00 -0.23 -0.07
N -0.174 0.742 1.888 0.19 0.23 0.07
C -0.918 -2.732 -2.297 -0.18 -0.19 0.00
C -1.247 4.887 -1.584 -0.03 0.03 0.05
C -2.947 -2.700 -0.386 -0.01 -0.19 -0.21
C 5.114 -1.278 -1.035 0.04 0.03 -0.04
C -4.099 1.994 -0.174 -0.03 -0.26 0.18
C 2.311 1.181 -3.009 0.16 0.02 -0.35
C 1.533 -0.768 2.755 -0.05 -0.35 -0.48
C 3.972 -0.696 1.001 -0.09 0.06 0.05
C 2.318 -5.534 2.261 -0.01 -0.04 -0.01
C -4.997 2.192 0.869 0.07 -0.02 0.00
C 3.435 -3.128 3.047 -0.04 -0.03 0.03
C 1.738 -1.820 1.620 0.74 -0.10 0.66
C -3.043 -1.886 -1.515 0.05 -0.23 -0.14
C -1.329 2.175 -2.098 -0.12 0.12 0.06
C -2.600 1.705 0.060 -0.51 0.81 0.17
C 2.916 -2.139 -0.581 -0.02 0.09 -0.01
C 5.081 -0.599 0.171 0.06 0.07 0.01
C -4.588 2.034 -1.480 -0.02 -0.07 0.03
C -1.842 4.025 -0.679 0.04 0.01 0.02
C -0.688 4.395 -2.756 0.02 0.03 -0.06
C 3.432 -5.534 3.084 0.02 -0.04 0.02
C -0.703 1.973 1.729 0.00 -0.01 0.06
C -0.842 -3.570 -1.187 -0.10 -0.08 -0.16
C 1.101 0.609 2.318 0.06 -0.07 0.06
C -6.337 2.454 0.616 -0.05 0.01 0.03
C 2.648 1.867 -1.863 0.09 -0.03 -0.11
C 4.024 -2.053 -1.407 -0.11 0.01 -0.09
C -5.925 2.289 -1.734 0.03 -0.02 -0.04
C -2.187 2.047 1.525 -0.04 -0.25 -0.60
C -2.023 -1.891 -2.462 -0.14 -0.18 -0.04
C 2.317 -3.120 2.217 -0.46 -0.13 0.19
C 1.311 0.296 -2.614 -0.08 -0.06 -0.11
C -0.749 3.038 -3.020 0.05 -0.07 -0.02
C 1.418 2.983 2.171 -0.03 -0.11 0.00
C 0.085 3.115 1.823 0.07 -0.04 0.20
C -6.806 2.512 -0.685 -0.02 -0.03 0.04
C 2.867 -1.458 0.634 -0.08 -0.06 -0.12
C -1.858 2.649 -0.906 -0.09 -0.23 -0.10
C 3.984 -4.325 3.482 0.00 0.06 0.02
C 1.927 1.720 2.453 -0.10 0.05 0.10
C 1.765 -4.335 1.835 -0.09 0.04 0.04
C -1.850 -3.546 -0.225 -0.10 -0.06 -0.21
H -3.913 1.876 -2.312 0.01 0.03 -0.01
H 2.050 3.857 2.267 -0.01 0.01 0.01
H 4.849 -4.306 4.131 0.00 -0.03 -0.01
H -0.352 4.091 1.677 -0.03 -0.01 -0.03
H -0.179 -2.818 -3.085 0.09 0.11 0.07
H -0.243 5.073 -3.474 0.01 -0.01 0.01
H 3.383 2.636 -1.698 -0.02 0.00 0.08
H -0.038 -4.288 -1.107 0.10 0.12 0.10
H 4.049 -2.610 -2.337 -0.01 0.01 0.02
H 1.906 1.638 0.090 -0.05 -0.02 0.13
H 3.868 -6.466 3.417 -0.01 0.00 0.00
H -0.364 2.650 -3.956 0.02 0.00 0.00
H -6.279 2.325 -2.757 0.00 0.00 0.00
H -7.849 2.724 -0.881 0.00 0.00 0.00
H 2.420 -0.694 3.376 0.01 0.07 0.04
H 3.909 -2.205 3.355 0.00 0.02 -0.02
H -1.447 1.127 -2.336 0.08 -0.08 0.00
H -2.337 4.434 0.194 0.04 0.01 0.00
H 5.989 -1.225 -1.669 -0.02 0.01 0.00
H 0.885 -4.328 1.204 0.03 -0.01 0.01
H 0.771 -0.408 -3.228 0.00 -0.03 0.04
H 2.934 1.609 2.828 0.01 -0.05 -0.03
H 2.090 -2.789 -0.846 -0.03 0.00 -0.04
H -2.553 3.029 1.812 0.04 0.01 0.07
H -2.651 1.286 2.153 -0.04 0.10 0.11
H 5.935 -0.013 0.485 -0.02 -0.01 0.00
H -2.131 -1.310 -3.369 0.06 0.10 0.06
H -3.924 -1.280 -1.669 0.07 0.13 0.07
H 4.012 -0.215 1.970 -0.03 0.05 -0.03
H -1.243 5.952 -1.389 -0.01 -0.01 0.00
H 0.726 -1.183 3.360 0.07 0.02 0.13
H -4.667 2.142 1.898 -0.01 0.03 -0.01
H -3.769 -2.738 0.317 0.07 0.12 0.09
H 1.875 -6.471 1.946 0.00 0.00 0.02
H -1.812 -4.236 0.607 0.06 0.11 0.10
H -7.013 2.616 1.446 -0.01 0.00 -0.01

***

[3]
22
Properties=species:S:1:pos:R:3:forces:R:3 method="wB97M-V/def2-TZVPD" homo_energy_ha=-0.4613 total_charge=+1 relative_energy_ev=1.8955 multiplicity=1 gap_ev=9.482
S -0.257 1.298 -2.506 -0.17 0.04 -0.02
N 2.156 -0.498 3.240 0.43 0.39 -0.42
N -1.717 -2.203 -1.104 0.11 0.58 0.41
N 0.468 1.685 0.758 -0.30 -0.16 -0.37
C 1.795 0.533 2.411 -0.12 -0.52 0.24
C -0.855 -1.256 -1.786 -0.17 0.16 -0.13
C 0.850 0.458 1.470 0.16 0.34 0.38
C -1.512 0.121 -1.891 0.28 -0.31 0.08
H -2.353 0.050 -2.577 -0.06 0.29 0.01
H 1.046 2.474 1.045 0.27 -0.01 -0.18
H -1.220 -3.055 -0.923 0.05 -0.37 0.03
H -2.540 -2.418 -1.636 -0.27 -0.13 -0.22
H 2.306 1.467 2.622 0.01 0.05 -0.08
H 0.254 -0.418 1.278 -0.12 0.01 -0.25
H -1.096 2.334 -2.686 0.15 -0.04 0.02
H 0.055 -1.157 -1.200 0.28 -0.08 0.03
H -0.487 1.979 0.959 -0.22 -0.12 0.14
H 0.495 1.577 -0.287 0.10 0.17 0.16
H 1.927 -1.430 2.932 -0.13 -0.06 0.08
H -1.839 0.469 -0.913 -0.28 -0.20 0.00
H -0.578 -1.576 -2.795 0.18 0.05 -0.06
H 3.103 -0.434 3.589 -0.18 -0.06 0.15

***

Calculated E_tot in order - -5053.3967, -3119.4927, -722.9969 a.u.